41
Properties=species:S:1:pos:R:3:forces:R:3 method="wB97M-V/def2-TZVPD" orbital_gap_ev=8.6506 total_energy_ev=-32483.4644 e_homo_ev=-8.46 largest_force_ev_per_a=1.3
C 4.4413 0.0923 4.8013 0.18 -0.35 -0.06
C 3.8082 -0.4382 3.5405 -0.05 0.13 0.08
O 4.2761 -1.3982 2.9348 0.25 -0.34 0.00
N 2.7515 0.3190 3.1577 -0.25 0.74 0.11
C 1.8040 -0.0359 2.3475 0.26 -0.76 0.15
N 0.8752 0.9208 2.0110 0.19 0.43 0.16
C -0.1724 0.6482 1.3281 -0.41 -0.02 -0.16
N -0.5365 -0.5680 0.8468 0.22 -0.09 0.25
C 0.3723 -1.5663 1.0537 1.13 -0.20 0.63
C 1.5282 -1.3324 1.7985 -0.67 0.54 -0.48
N 2.2058 -2.5184 1.7685 0.05 -0.27 -0.03
C 1.4623 -3.3705 1.0416 0.14 0.09 0.19
N 0.3406 -2.8393 0.6016 -0.63 0.13 -0.34
H 1.7506 -4.3825 0.8408 0.17 -0.20 0.00
H 3.1514 -2.5825 2.1553 -0.11 0.00 -0.08
C -1.6682 -0.7809 -0.0192 -0.06 0.23 -0.67
H -2.4458 -0.0522 0.2183 0.05 -0.12 0.07
H -2.0359 -1.7967 0.1355 -0.06 0.13 0.01
C -1.2447 -0.6170 -1.4842 -0.35 -0.48 -0.21
C -2.4325 -0.7729 -2.4432 0.75 -0.05 -0.17
H -2.8677 -1.7682 -2.3465 0.02 0.06 -0.01
H -2.0864 -0.6039 -3.4686 -0.07 -0.14 0.19
O -3.4608 0.1561 -2.1292 -0.22 -0.07 0.34
C -3.4269 1.3541 -2.7413 -0.18 0.27 -0.08
O -2.6196 1.6612 -3.5745 0.06 0.01 -0.09
C -4.5325 2.2369 -2.2323 0.04 -0.10 -0.10
H -4.1176 2.9220 -1.4950 0.03 0.03 0.05
H -4.9345 2.8247 -3.0524 0.02 0.02 -0.03
H -5.3102 1.6391 -1.7683 -0.07 0.04 0.04
H -0.4815 -1.3613 -1.7473 -0.20 0.10 0.08
O -0.6896 0.6880 -1.6164 -0.26 0.04 0.43
C 0.2060 0.8714 -2.6123 0.21 0.14 -0.14
O 0.6058 -0.0246 -3.3014 -0.01 -0.07 -0.09
C 0.5863 2.3153 -2.7137 0.02 -0.09 -0.08
H -0.2233 2.8263 -3.2338 -0.05 0.05 0.00
H 0.6950 2.7491 -1.7238 0.01 0.06 0.05
H 1.5025 2.4172 -3.2862 0.02 -0.02 0.00
H -0.8572 1.4587 1.1158 -0.17 -0.03 -0.12
H 4.9513 1.0234 4.5640 0.01 0.10 0.01
H 3.6714 0.3104 5.5360 -0.04 0.06 0.04
H 5.1581 -0.6244 5.1923 0.04 0.00 0.03

---

56
Properties=species:S:1:pos:R:3:forces:R:3 method="wB97M-V/def2-TZVPD" orbital_gap_ev=9.9836 relative_energy_kcal_mol=2.3 total_energy_ev=-29405.6345 e_homo_ev=-9.50 largest_force_ev_per_a=1.3
C 1.7022 -1.7290 3.7847 -0.11 0.09 -0.01
C 2.8656 -1.7004 4.7643 0.04 -0.60 -0.53
O 3.6935 -0.5525 4.5782 -0.03 -0.42 -0.11
H 1.9908 -2.0484 2.7786 0.24 0.12 0.06
H 1.2894 -0.7230 3.7030 -0.26 -0.13 0.11
H 0.9437 -2.4487 4.1014 -0.09 0.20 0.09
H 3.4312 -2.6297 4.5982 0.18 0.19 0.28
H 2.5254 -1.7210 5.7985 0.01 0.30 -0.03
H 4.1213 -0.6874 3.7237 0.05 0.24 0.15
C -5.4583 3.3818 1.9926 -0.07 0.16 -0.41
C -5.7697 2.2972 0.9467 0.74 1.05 0.16
O -4.7820 2.3176 -0.0718 0.11 -0.27 0.04
H -6.2185 3.3883 2.7764 0.32 -0.14 0.28
H -5.4323 4.3958 1.5828 -0.30 -0.18 -0.39
H -4.4334 3.2555 2.3478 -0.20 -0.34 0.50
H -6.7153 2.5170 0.4565 -0.15 -0.19 0.04
H -5.8063 1.3270 1.4445 -0.16 -0.14 -0.07
H -3.9647 1.8931 0.2562 -0.37 0.07 -0.25
C 2.3782 -3.3541 -1.8558 -0.49 0.16 -0.31
C 1.7169 -3.8058 -3.1452 -0.04 -0.23 -0.05
O 2.2107 -3.1279 -4.2912 0.04 0.06 -0.11
H 2.0416 -3.9912 -1.0376 0.07 0.10 0.10
H 2.0676 -2.3248 -1.6711 0.24 0.01 0.24
H 3.4648 -3.4112 -1.9371 0.02 -0.02 0.06
H 0.6489 -3.5766 -3.1443 0.03 -0.02 0.18
H 1.7972 -4.8963 -3.2491 0.13 0.08 -0.17
H 3.1729 -3.1503 -4.2936 -0.04 -0.09 0.07
C 3.1491 2.6076 0.6780 0.94 0.45 0.13
C 3.5748 1.2751 0.0646 -1.21 0.11 0.29
O 2.4299 0.5670 -0.4556 0.57 0.16 0.00
H 2.6140 2.5394 1.6244 -0.19 -0.42 -0.13
H 2.5722 3.2420 0.0045 -0.04 -0.20 -0.17
H 4.0607 3.1712 0.9204 -0.09 -0.01 -0.08
H 3.9709 0.6292 0.8473 0.23 0.00 -0.14
H 4.3045 1.4087 -0.7352 0.13 0.03 0.13
H 2.1611 1.0346 -1.2547 -0.26 -0.16 0.06
C -1.0958 -0.4579 -3.5463 0.21 -0.16 0.61
C -1.5846 0.9614 -3.7828 -0.30 -0.64 0.09
O -1.3001 1.7889 -2.6815 0.34 0.45 0.19
O -1.7853 -1.0132 -2.4026 -0.18 0.23 -0.69
H -0.0287 -0.4872 -3.2972 0.03 0.30 -0.22
H -1.2449 -1.0940 -4.4237 -0.15 0.16 -0.08
H -2.6612 0.9318 -3.9794 0.00 0.00 -0.02
H -1.1011 1.3830 -4.6644 0.12 0.00 0.04
H -1.9945 1.7433 -2.0155 -0.13 -0.10 -0.15
H -1.7229 -1.9650 -2.5164 -0.10 -0.04 0.39
C -0.4719 -0.1718 1.2076 1.08 0.36 -0.33
C -1.1408 1.0661 0.6271 -0.20 -0.60 -0.67
O -2.4762 0.7990 0.1638 -0.04 0.26 0.51
O 0.1661 -0.9586 0.1959 -0.29 -0.24 0.48
H -1.1432 -0.7997 1.7960 -0.26 0.14 -0.18
H 0.3157 0.1810 1.8855 -0.18 0.02 0.11
H -0.6299 1.4297 -0.2686 0.69 -0.10 0.38
H -1.1082 1.8553 1.3789 -0.69 0.05 -0.04
H -2.4160 0.1870 -0.5835 0.13 -0.19 0.02
H 1.1046 -0.7488 0.2760 -0.06 0.06 -0.46

---

53
Properties=species:S:1:pos:R:3:forces:R:3 method="wB97M-V/def2-TZVPD" orbital_gap_ev=8.5409 relative_energy_kcal_mol=27.4 total_energy_ev=-37431.8739 e_homo_ev=-8.82 largest_force_ev_per_a=0.8
C -0.1873 -2.0460 6.1185 -0.09 0.15 -0.07
C -0.9363 -0.9234 5.7752 0.22 -0.18 -0.43
C -0.9573 -0.4925 4.4520 0.27 -0.39 0.10
C -0.2321 -1.1746 3.4758 -0.09 -0.11 -0.22
C -0.2200 -0.6768 2.0404 0.23 0.05 0.33
C 0.9711 0.2290 1.8101 -0.22 -0.53 -0.32
C 2.1360 -0.3070 1.3162 -0.11 0.66 0.31
C 3.2649 0.5126 1.1050 -0.01 0.20 0.10
C 3.2083 1.8509 1.3762 0.05 -0.21 -0.09
C 2.0200 2.4295 1.8699 0.18 0.10 -0.07
N 1.9929 3.7720 2.1039 0.03 -0.13 0.02
C 0.8689 4.2334 2.5638 0.16 0.19 -0.02
C -0.2545 3.4182 2.7978 -0.45 -0.02 0.11
N -0.2770 2.1381 2.5682 0.28 0.07 -0.06
C 0.8910 1.6197 2.0963 0.02 -0.41 -0.10
C 0.5046 -2.3099 3.8198 -0.39 0.47 0.54
C 0.5212 -2.7362 5.1441 0.02 0.06 -0.27
H -0.1538 -2.3837 7.1426 -0.03 -0.04 0.12
H -1.5045 -0.3815 6.5141 -0.03 0.01 0.18
H -1.5192 0.3777 4.1581 -0.12 0.16 0.01
H -1.1470 -0.1638 1.8089 -0.10 0.15 0.04
H -0.1403 -1.5254 1.3666 0.03 -0.14 -0.09
H 2.1854 -1.3621 1.1000 0.01 -0.17 -0.04
H 4.1836 0.0871 0.7305 0.06 -0.09 -0.06
H 4.0553 2.4965 1.2139 0.12 0.12 -0.01
H 0.7951 5.2921 2.7662 0.06 0.17 0.02
H -1.1552 3.8782 3.1798 -0.17 0.01 0.05
H 1.0621 -2.8459 3.0685 0.07 -0.10 -0.14
H 1.0905 -3.6173 5.4004 0.04 -0.07 0.12
C 1.9404 -3.8808 -4.8697 0.04 -0.15 -0.13
O 1.9836 -2.4865 -4.5586 0.00 0.03 -0.03
C 1.4433 -2.1724 -3.3815 0.02 0.03 -0.04
O 0.9453 -2.9455 -2.6060 -0.01 -0.03 0.03
O 1.5471 -0.8557 -3.2142 0.00 0.08 -0.04
C 0.9939 -0.3793 -1.9841 -0.15 0.23 0.09
H 2.4084 -3.9909 -5.8434 0.02 0.11 0.00
H 2.4960 -4.4561 -4.1318 -0.07 0.00 0.06
H 0.9114 -4.2319 -4.9183 0.00 -0.01 0.09
H 1.5045 -0.8210 -1.1363 -0.02 -0.12 0.02
H -0.0733 -0.5944 -1.9349 0.03 -0.11 0.04
H 1.1399 0.6974 -1.9638 0.10 -0.02 -0.15
C -1.5305 0.0570 -4.9347 0.22 -0.13 -0.09
O -2.8680 0.1688 -4.4446 -0.02 -0.06 -0.03
C -3.1960 1.3908 -4.0290 -0.03 -0.07 0.03
O -2.4768 2.3548 -4.0326 0.03 0.04 0.00
O -4.4581 1.3595 -3.6025 -0.02 -0.03 -0.01
C -4.9444 2.6133 -3.1206 -0.15 0.11 0.08
H -1.3888 -0.9779 -5.2336 -0.16 -0.04 0.06
H -1.3806 0.7000 -5.7998 0.01 0.10 0.07
H -0.8133 0.3043 -4.1551 0.01 0.12 -0.04
H -4.9221 3.3628 -3.9093 0.09 0.02 0.02
H -4.3575 2.9510 -2.2685 0.06 0.03 -0.05
H -5.9711 2.4435 -2.8099 0.02 -0.11 -0.03